No. 1
The following is a DFT calculation (the ωB97M-V functional and the def2-TZVPD basis) of a cluster of 2 separate species, C3H8Si2 in total.

XYZ file:
```
13
Properties=species:S:1:pos:R:3:forces:R:3
C 1.037101 -0.010768 0.050103 0.6319 1.4298 0.7760
Si 0.225696 1.643205 0.419524 -0.2036 -1.0193 -2.4268
H 0.308689 -1.906977 -0.752770 0.4766 -0.2472 0.5086
C 1.957265 -0.879162 0.375602 -0.1660 1.1238 0.8847
H 0.369194 1.698727 1.828708 -0.4387 0.4188 1.1969
H 0.962219 2.840150 -0.226670 -0.7461 -0.9020 0.3394
H -1.259594 1.419813 -0.240466 1.4263 0.4720 1.0238
H -3.092698 -0.324137 -1.191065 0.0613 0.2889 1.1589
H 2.730108 -1.120171 1.051362 0.6237 -0.3061 0.4384
C 1.182485 -1.232519 -0.766620 -2.8585 -1.4407 -1.5171
H -2.698995 -1.124393 0.888855 0.4822 -0.5883 0.1046
H 1.459834 -1.164546 -1.779928 1.1502 0.2450 -1.1894
Si -3.181303 0.160776 0.343361 -0.4395 0.5254 -1.2981
```
Positions in Å, forces in eV/Å.

Multiplicity: 1
Relative energy (zero: lowest compared OMol25 entry of this formula, charge and spin): 440.8 kJ/mol
HOMO: -8.479 eV

Here are the natural (NBO) charges for atoms 1 to 5, given in e: -0.398, 0.903, 0.171, -0.149, -0.153



No. 2
The following is a DFT calculation (the ωB97M-V functional and the def2-TZVPD basis) of the ion C3H9BCl with charge -1.

XYZ file:
```
14
Properties=species:S:1:pos:R:3:forces:R:3
H 0.194274 -1.948739 -0.288996 0.0900 0.0562 -0.0826
H -1.338689 -0.735561 0.640917 -0.0211 0.0103 0.0788
H 1.490125 0.567840 -1.094947 -0.0075 0.0046 -0.0432
H -1.917231 -0.310212 -0.964063 0.0909 -0.1379 -0.0129
H 2.171350 -1.709425 -0.338310 0.0115 0.0918 0.0813
C -0.392631 0.997727 -0.219836 0.0117 0.0102 -0.0480
Cl -0.527942 2.407006 0.986471 0.0251 0.0261 0.0537
H 1.173068 -1.497702 1.397109 -0.0725 0.0249 -0.1038
C -1.597589 0.098990 -0.004141 -0.1260 0.0163 0.0806
H -0.508438 1.528410 -1.163279 -0.0480 0.0469 0.0154
B 1.129758 -1.286710 0.175136 -0.0736 -0.0737 0.0719
H 1.566810 0.896134 0.602381 0.0810 -0.0536 0.0055
C 0.994534 0.340607 -0.143624 0.0821 -0.0773 -0.0617
H -2.437398 0.651635 0.415182 -0.0436 0.0555 -0.0350
```
Positions in Å, forces in eV/Å.

Multiplicity: 1
HOMO: -4.656 eV
Total charge: -1

Here are the natural (NBO) charges for atoms 1 to 5, given in e: -0.078, 0.245, 0.187, 0.203, -0.063



No. 3
The following is a DFT calculation (the ωB97M-V functional and the def2-TZVPD basis) of a structure of composition C3H9BrInSZn.

XYZ file:
```
16
Properties=species:S:1:pos:R:3:forces:R:3
C -0.401147 1.679282 2.301534 0.3535 -0.4479 -0.1388
H 1.491663 -1.014615 -0.580111 0.3765 0.4142 0.1608
H 0.755450 -1.869249 -3.741063 0.0155 0.0070 0.3689
Br -1.860680 0.618733 -3.621140 0.5019 -0.7657 0.5280
H 0.073909 2.064899 3.194619 -0.1341 0.2640 0.2465
S 0.015779 0.846985 -0.285845 -0.5542 0.2578 -0.1289
C 0.705564 1.269637 1.341795 -0.4855 -0.2309 -0.0429
H 1.186613 0.370229 1.705269 0.4246 -0.0440 0.0763
H -0.969208 0.797236 2.569733 -0.2720 -0.0975 0.1339
H 1.427545 2.063684 1.205839 0.2807 0.0631 -0.1435
H -0.044939 -1.476325 0.257449 -0.0764 0.3448 0.5294
In -0.521241 -1.334531 -2.679165 -0.3883 0.5726 -1.2474
C 0.409023 -0.843666 -0.598490 0.8950 -1.2222 0.0221
H -1.742848 -2.589027 -2.216687 0.5124 -0.3628 0.5834
Zn 0.551960 -2.983223 -0.718205 -1.3923 0.9343 -0.9631
H -1.077442 2.399953 1.864467 -0.0570 0.3132 0.0154
```
Positions in Å, forces in eV/Å.

Multiplicity: 1
HOMO: -12.920 eV
Total charge: +1

Here are the Löwdin charges for atoms 1 to 5, given in e: -0.147, 0.004, -0.068, 0.094, 0.082



No. 4
The following is a DFT calculation (the ωB97M-V functional and the def2-TZVPD basis) of the ion C3H9BrN3 with charge +1.

XYZ file:
```
16
Properties=species:S:1:pos:R:3:forces:R:3
H 1.754794 -1.306576 0.465876 -1.2357 0.0631 1.1585
H 0.095957 0.178614 0.700968 1.1647 0.1653 2.7447
C -0.173719 -1.524233 -0.121170 -2.1378 -1.9846 -0.3115
C -0.202992 1.040163 -0.819007 -0.8333 -3.0457 -2.2951
H 0.640792 -0.657617 -1.897121 1.5831 -0.4110 -1.3599
H -1.223523 -1.701710 0.254113 1.0848 0.7781 0.1821
H -0.380229 1.711071 -1.660826 0.2730 0.5182 0.6833
H 0.635373 -1.641921 1.737945 0.3031 -0.5429 0.5535
H 0.072759 3.269408 0.803805 -0.1972 -2.4781 0.1693
H -0.055387 2.332236 2.174755 -0.3917 -1.2672 2.3578
N -0.084804 1.181504 0.430541 -0.5921 1.7705 -0.0950
H 0.075157 -2.499512 -0.442929 0.0282 -1.2382 -1.0394
Br -1.770428 -0.874991 -2.409716 0.3013 0.0049 0.1809
C -0.210985 -0.615943 -1.310017 -1.3358 4.0744 1.7322
N 0.032475 2.283503 1.218478 0.5420 2.4869 -3.8846
N 0.794760 -1.173995 0.874306 1.4432 1.1065 -0.7769
```
Positions in Å, forces in eV/Å.

Multiplicity: 1
SMILES: NC[C@@H](Br)/C=[NH+]/N
Relative energy (zero: lowest compared OMol25 entry of this formula, charge and spin): 187.5 kJ/mol
HOMO: -14.026 eV
Total charge: +1

Here are the natural (NBO) charges for atoms 1 to 5, given in e: 0.404, 0.452, -0.316, 0.143, 0.226



No. 5
The following is a DFT calculation (the ωB97M-V functional and the def2-TZVPD basis) of a cluster of 2 separate species, C3H9BrNOPS2 in total.

XYZ file:
```
18
Properties=species:S:1:pos:R:3:forces:R:3
H -1.550594 0.055709 2.408101 0.8955 0.8995 -0.2634
S 1.428080 -1.094121 1.351639 -0.9406 0.6417 -1.3613
H 0.407966 -2.934627 -1.145322 -0.9943 1.1898 0.5468
N -1.718301 1.252817 0.664667 -0.1113 -0.0746 -0.6525
H 0.037350 -1.715345 -2.288354 0.2701 0.5795 -0.7538
Br -4.304101 -0.496981 -0.114878 -0.4498 -0.9144 0.3235
C -0.183488 -1.974389 -1.276195 1.4733 -0.9215 -0.1995
C -1.421197 1.108311 2.040179 0.7449 1.4902 1.7500
P 0.333460 -0.557607 -0.253497 2.0262 -0.4138 0.1757
H 2.152003 1.744171 -2.244659 0.7048 -1.1837 1.2944
H 1.735036 1.853443 -0.582997 0.8153 -0.2062 0.4762
O 1.178262 0.189945 -1.500710 -2.3845 -3.0038 0.6300
H 3.123888 0.702459 -1.014561 -0.1719 0.0532 0.0765
S -3.018401 1.292046 -0.133045 0.3731 1.0587 -0.6270
C 2.142141 1.100251 -1.278946 0.3948 4.1165 -1.2535
H -0.403577 1.695323 2.171552 -1.6745 -2.0667 0.1795
H -1.230885 -2.061824 -1.275577 -1.3874 -0.6711 0.4956
H -2.130393 1.727899 2.674275 0.4166 -0.5733 -0.8371
```
Positions in Å, forces in eV/Å.

Multiplicity: 1
Relative energy (zero: lowest compared OMol25 entry of this formula, charge and spin): 256.6 kJ/mol
HOMO (spin up / spin down): -8.462 / -8.180 eV

Here are the natural (NBO) charges for atoms 1 to 5, given in e: 0.228, -0.476, 0.264, -0.680, 0.258



No. 6
The following is a DFT calculation (the ωB97M-V functional and the def2-TZVPD basis) of a cluster of 2 separate species, C3H9BrOSi in total.

XYZ file:
```
15
Properties=species:S:1:pos:R:3:forces:R:3
H -0.192014 3.246868 -0.408426 -2.7591 1.7046 -0.4027
O 0.256955 1.327122 -0.550598 -0.3905 -1.5475 -0.0617
H 0.061107 -2.045855 1.631332 0.2227 0.3820 0.2185
H 1.191008 -3.161152 0.793437 0.6389 1.4749 0.3202
H 1.333600 2.961729 -1.124610 0.0664 0.0245 0.3140
H -0.755403 -1.952469 -1.686485 0.4812 -1.2115 -0.4353
C 1.055915 -2.122072 1.201019 -0.1036 1.7109 -2.0513
C 0.621927 2.646524 -0.349738 3.0189 -0.9492 0.0335
Br 2.339219 -0.180500 -2.439251 -0.2912 -0.0457 0.1635
H 1.840898 -1.384938 1.537680 -0.8079 -1.6851 -0.0934
C -0.929762 -0.906914 -1.631084 -0.2826 -0.0129 -1.4206
Si 0.619065 -0.202885 -1.004900 0.3345 -0.3524 2.5037
H -1.097574 -0.546706 -2.681750 -0.4191 -0.1692 1.0416
H -1.777152 -0.909416 -0.947783 -0.0630 0.9003 -0.1034
H 1.025690 2.816108 0.649664 0.3543 -0.2238 -0.0265
```
Positions in Å, forces in eV/Å.

Multiplicity: 1
Relative energy (zero: lowest compared OMol25 entry of this formula, charge and spin): 299.5 kJ/mol
HOMO (spin up / spin down): -7.681 / -7.651 eV

Here are the natural (NBO) charges for atoms 1 to 5, given in e: 0.178, -0.928, 0.184, 0.206, 0.176



No. 7
The following is a DFT calculation (the ωB97M-V functional and the def2-TZVPD basis) of a structure of composition C3H9Cl2NSi.

XYZ file:
```
16
Properties=species:S:1:pos:R:3:forces:R:3
C -0.786635 0.286961 0.027214 -1.5733 -0.0889 0.4896
H 1.792322 -0.847792 1.242902 0.5265 -0.0676 1.0246
N 0.523618 0.370990 0.009524 3.8282 -3.8231 0.4839
Si -1.997783 -1.095676 -0.612334 0.1283 0.3599 2.4161
C 1.447823 1.493655 0.100654 -0.9103 0.3140 -0.8524
H 2.130515 -0.798162 -0.549432 -0.4047 -0.7786 1.0875
H 2.501309 1.141152 -0.107528 -1.4066 0.5681 -0.0323
C 1.376493 -0.923253 0.275151 -1.7190 1.3826 -2.7606
H 1.420729 1.996721 1.057720 -0.0140 0.0103 0.4481
Cl -1.561525 1.623886 -0.800304 -0.2318 1.3369 -0.2811
Cl -1.502337 0.466842 1.917743 0.2681 0.0083 0.1229
H -3.193217 -0.844739 0.185793 -0.2275 0.0206 -0.0111
H 0.792219 -1.861700 0.137268 0.3383 0.8511 0.1617
H -2.306287 -0.700731 -1.902507 -0.0826 -0.0206 -2.1509
H 1.014911 2.162499 -0.649535 0.9607 0.5333 0.0345
H -1.652152 -2.470652 -0.332328 0.5198 -0.6062 -0.1805
```
Positions in Å, forces in eV/Å.

Multiplicity: 1
Relative energy (zero: lowest compared OMol25 entry of this formula, charge and spin): 531.0 kJ/mol
HOMO: -9.038 eV

Here are the natural (NBO) charges for atoms 1 to 5, given in e: -0.095, 0.207, -0.472, 0.913, -0.419



No. 8
The following is a DFT calculation (the ωB97M-V functional and the def2-TZVPD basis) of a cluster of 2 separate species, C3H9ClN in total.

XYZ file:
```
14
Properties=species:S:1:pos:R:3:forces:R:3
H -0.077679 0.484963 1.264836 -0.0195 0.1836 -1.3875
H -2.228824 -0.272395 0.483750 -0.2607 -0.3979 0.0610
H 1.967000 0.739217 -1.539639 -0.2462 -0.0648 -1.2824
Cl 3.020465 -0.340441 0.209143 -0.1526 -0.0332 0.1260
H 2.268974 1.870268 -0.193551 -0.0025 0.4860 0.3489
C -0.098217 0.598548 0.145360 5.6131 -1.6074 1.3121
C 2.036189 0.876563 -0.501244 -2.9382 -0.8473 1.8617
N -0.463045 -0.676170 -0.529277 -3.8059 3.6715 -3.5654
C -1.816338 -1.156780 0.000500 -1.2459 -2.0406 -0.1135
H 0.151559 -1.410904 -0.634827 2.4320 -1.8379 0.6554
H -2.573597 -1.576628 -0.777004 1.7397 1.0673 0.8728
H -1.702992 -2.041654 0.734031 0.2869 1.7419 -0.9740
H -0.524802 1.462756 -0.248798 -1.1398 0.9421 -0.7017
H -0.540583 -0.325530 -1.598120 -0.2606 -1.2632 2.7867
```
Positions in Å, forces in eV/Å.

Multiplicity: 1
Relative energy (zero: lowest compared OMol25 entry of this formula, charge and spin): 322.2 kJ/mol
HOMO: -13.889 eV
Total charge: +1

Here are the natural (NBO) charges for atoms 1 to 5, given in e: 0.238, 0.238, 0.196, 0.051, 0.227



No. 9
The following is a DFT calculation (the ωB97M-V functional and the def2-TZVPD basis) of a cluster of 2 separate species, C3H9ClNP in total.

XYZ file:
```
15
Properties=species:S:1:pos:R:3:forces:R:3
P 0.441995 0.029914 -1.696739 -0.5890 -1.9030 -0.0172
H 2.274393 -0.389274 0.135385 0.7540 0.0060 0.0502
H 1.579696 -0.474564 1.762357 0.0018 0.7233 0.8795
H -0.855484 0.974904 1.463624 -0.9644 -0.2462 3.3988
H 0.325194 1.750432 0.533291 2.3203 3.1363 0.0170
C 0.120222 -0.256733 0.079776 1.3797 -0.3586 0.5340
N -1.070799 0.309768 -2.336898 1.4904 -0.4489 -0.7165
H 1.467055 -1.815901 0.743305 0.1957 -1.4603 -0.3841
C 1.475621 -0.767206 0.747796 -1.8802 1.2268 -1.3357
H -0.679456 -0.919484 0.310393 -0.4748 -1.1439 -0.4313
Cl 1.227356 -2.971632 -2.175381 -0.5700 1.7402 0.3274
H -0.968328 0.290914 -3.347752 -0.3656 0.3494 0.0209
H -2.009132 0.067005 -2.065637 0.0254 -0.2871 0.5255
C -0.415026 1.077591 0.563472 -2.0682 -2.0267 -3.3148
H -1.280342 1.282109 -0.109778 0.7449 0.6928 0.4464
```
Positions in Å, forces in eV/Å.

Multiplicity: 1
Relative energy (zero: lowest compared OMol25 entry of this formula, charge and spin): 259.7 kJ/mol
HOMO (spin up / spin down): -8.687 / -8.687 eV

Here are the natural (NBO) charges for atoms 1 to 5, given in e: 1.255, 0.209, 0.211, 0.223, 0.205



> Number 2 is which compound?

C3H9BCl